{"formula": "C30H47AuBO2P2", "method": "ωB97M-V/def2-TZVPD", "gap_ev": [5.12, 4.59], "max_force_ev_per_a": 3.79, "spin_multiplicity": 3, "s2": 2.0356, "lumo_ev": [-3.805, -4.247], "charge": 1, "e_above_lowest_kj_mol": 657.60, "symbols": ["Au", "C", "C", "C", "C", "C", "C", "H", "H", "H", "C", "H", "H", "H", "C", "H", "H", "H", "C", "H", "H", "H", "C", "H", "H", "H", "C", "C", "C", "C", "C", "C", "C", "C", "H", "H", "H", "H", "H", "H", "H", "H", "H", "H", "H", "H", "P", "P", "C", "C", "H", "H", "H", "H", "C", "H", "H", "H", "C", "H", "H", "H", "C", "H", "H", "H", "C", "H", "H", "H", "O", "B", "O", "C", "C", "C", "C", "C", "C", "H", "H", "H", "H"], "coordinates": [[1.71936, 0.33780, -1.71219], [0.20194, -0.85278, 2.14371], [-0.14462, 0.50643, 2.44797], [-2.01458, -0.55251, 1.66479], [-0.96370, -1.49962, 1.67001], [-1.50928, 0.69211, 2.15887], [1.52766, -1.48020, 2.33797], [2.33869, -0.73853, 2.29077], [1.71925, -2.23271, 1.55859], [1.60294, -1.98806, 3.31974], [-1.08367, -2.91475, 1.27440], [-0.10115, -3.37684, 1.17826], [-1.60241, -3.01872, 0.31869], [-1.64917, -3.48850, 2.02117], [-3.40333, -0.84895, 1.25777], [-3.87231, -1.59171, 1.93351], [-3.43746, -1.27924, 0.23773], [-4.03226, 0.05702, 1.26984], [-2.29810, 1.91384, 2.39903], [-2.87946, 1.83418, 3.32585], [-3.00839, 2.09592, 1.58848], [-1.64493, 2.77842, 2.50093], [0.77736, 1.51957, 3.00182], [0.65392, 1.62556, 4.09625], [0.59586, 2.51390, 2.55987], [1.83366, 1.25375, 2.82541], [5.08068, 1.50087, -3.62158], [5.63055, 1.25401, -2.26828], [6.24344, 2.43172, -1.52450], [5.49336, 3.75201, -1.47817], [4.00280, 3.62944, -1.58751], [3.39731, 3.91770, -2.75251], [4.17895, 3.97279, -4.05753], [5.25798, 2.87306, -4.24949], [7.18531, 2.57865, -2.06213], [5.94883, 4.44501, -2.21186], [6.51289, 2.08809, -0.52221], [6.23711, 3.32165, -4.03019], [5.01609, 0.67126, -4.33042], [6.17823, 0.37834, -2.04016], [5.34818, 2.69759, -5.33762], [3.46208, 3.92302, -4.90376], [2.35325, 4.23174, -2.78233], [4.65626, 4.98026, -4.19463], [5.76695, 4.24854, -0.52756], [3.45661, 3.71170, -0.64739], [3.96397, 0.70612, -1.94417], [0.22706, 2.18186, -2.09811], [2.28934, 1.34154, -3.60120], [0.97111, 2.10653, -3.75935], [2.62241, 0.69859, -4.42633], [3.03018, 2.14140, -3.59845], [1.09061, 3.12899, -4.17384], [0.37502, 1.51142, -4.48126], [-1.51451, 2.03617, -2.26453], [-1.96104, 2.40095, -1.33566], [-1.80541, 0.99752, -2.43095], [-1.81198, 2.67820, -3.10430], [0.64266, 3.51468, -0.98581], [0.33164, 4.47064, -1.41978], [1.70443, 3.55403, -0.73055], [0.08703, 3.33256, -0.05312], [4.30592, -1.03309, -2.38052], [4.57166, -1.55986, -1.46079], [5.11034, -1.26207, -3.11578], [3.39183, -1.48507, -2.78239], [3.97863, 1.04338, -0.09695], [2.95366, 0.80018, 0.29594], [4.24891, 2.10101, 0.15535], [4.74520, 0.36548, 0.29361], [0.52472, -2.52291, -2.27352], [0.23407, -1.17058, -1.96416], [-1.17813, -0.99568, -2.14107], [-1.67679, -2.18591, -2.61653], [-2.96336, -2.46909, -3.05490], [-3.13605, -3.71548, -3.68188], [-2.10167, -4.64751, -3.75537], [-0.82855, -4.38711, -3.20314], [-0.64184, -3.10992, -2.68253], [-3.74967, -1.71539, -2.89550], [-4.13126, -3.94362, -4.10669], [-2.25405, -5.62465, -4.23931], [0.00169, -5.08527, -3.16062]], "forces_ev_per_angstrom": [[-1.287, -0.283, -0.291], [0.726, 3.533, 1.178], [2.084, -2.488, -0.447], [0.970, -0.759, 0.033], [-2.673, 1.009, -0.440], [-0.791, -1.367, -0.478], [0.479, -0.300, 0.039], [-0.198, -0.202, 0.085], [0.025, 0.130, 0.232], [-0.002, 0.156, -0.397], [0.095, -0.367, -0.039], [-0.054, -0.099, -0.026], [-0.080, -0.033, -0.002], [0.034, 0.060, -0.132], [-0.811, -0.257, -0.232], [0.085, 0.331, -0.307], [-0.085, 0.185, 0.361], [0.166, -0.386, -0.042], [-0.099, 0.259, -0.033], [0.038, -0.018, -0.084], [-0.007, 0.017, 0.071], [-0.048, 0.135, 0.019], [0.407, 0.560, 0.445], [0.113, 0.072, -0.360], [0.148, -0.216, 0.167], [-0.377, 0.135, 0.061], [1.806, 0.634, -0.993], [-0.041, 2.116, -0.234], [0.831, -0.765, -0.304], [0.866, 0.319, 0.498], [-0.267, 2.125, -0.584], [0.833, 0.465, 0.317], [-0.584, 0.639, -0.448], [0.182, 0.061, -1.165], [0.184, 0.133, 0.295], [-0.724, -0.383, 0.070], [-0.039, 0.026, -0.095], [-0.178, -0.450, 0.456], [-0.052, 0.174, 0.344], [0.912, -0.942, -0.310], [-0.271, 0.065, 0.357], [0.259, -0.070, 0.484], [0.206, -0.428, -0.011], [-0.299, -0.798, 0.304], [-0.406, -0.313, -0.227], [0.060, -0.143, -0.380], [0.321, -1.234, 1.549], [0.375, -1.468, 1.206], [0.673, 1.937, -1.124], [-0.311, 0.125, -0.941], [-0.600, -0.452, 0.521], [-0.355, -0.663, 0.179], [0.257, -0.628, -0.165], [-0.337, 0.494, 0.742], [-1.033, 0.854, -0.352], [-0.173, -0.071, -0.152], [0.108, 0.232, -0.011], [-0.440, -0.148, 0.231], [-0.334, 1.610, -0.350], [0.073, 0.304, 0.474], [-0.495, -0.154, -0.186], [0.053, -0.035, -0.369], [0.102, -1.152, -0.502], [-0.128, -0.054, 0.046], [-0.235, 0.690, 0.502], [0.265, 0.016, 0.295], [-0.839, -0.258, 0.268], [1.003, 0.187, 0.330], [-0.347, -1.269, -0.412], [-0.306, -0.025, 0.237], [0.008, 0.448, 0.259], [-0.484, -1.758, -0.093], [0.939, 0.243, 0.255], [-0.010, -0.355, -0.163], [0.407, 0.243, 0.157], [-0.756, 0.275, 0.071], [0.654, -0.544, 0.162], [-0.376, 0.795, 0.126], [-0.490, -0.406, -0.471], [0.279, -0.578, -0.381], [0.760, 0.011, 0.313], [-0.093, 0.605, 0.303], [-0.270, -0.087, -0.313]]}

=====

{"formula": "C7H8F4N2", "method": "ωB97M-V/def2-TZVPD", "gap_ev": [6.18, 8.03], "max_force_ev_per_a": 5.69, "spin_multiplicity": 3, "s2": 2.0064, "lumo_ev": [0.692, -1.625], "charge": 0, "symbols": ["C", "C", "C", "C", "C", "C", "C", "N", "N", "F", "F", "F", "F", "H", "H", "H", "H", "H", "H", "H", "H"], "coordinates": [[-3.21749, 1.58618, 0.03633], [-3.99508, 0.41673, -0.04478], [-3.35498, -0.80181, -0.13911], [-2.00998, 1.51441, -0.51793], [-1.08680, -0.52587, 0.48617], [0.78118, -1.48606, -0.71342], [1.13717, 0.15252, 1.06697], [-1.99468, -1.01519, -0.26980], [0.19691, -0.55011, 0.22612], [-5.28402, 0.49999, 0.03024], [-3.99016, -1.99825, -0.28556], [-1.11915, 2.57989, -0.28512], [-1.40648, 0.07710, 1.71856], [-3.56599, 2.31705, 0.86249], [-1.68236, 1.05276, -1.41237], [1.42682, -0.92734, -1.38125], [1.45897, -2.10261, -0.18554], [0.18640, -2.13906, -1.24062], [2.07012, 0.17018, 0.55609], [0.65957, 1.13132, 1.18302], [1.15014, -0.25002, 2.05004]], "forces_ev_per_angstrom": [[-4.915, -0.354, 2.851], [1.768, 2.655, -0.067], [3.169, -3.746, -0.276], [5.017, 2.459, -0.795], [-1.701, 2.042, 1.076], [1.710, 1.615, 0.586], [-1.930, 1.136, -0.146], [-2.554, -0.768, 0.499], [0.805, -1.187, -0.195], [-1.802, -0.377, 0.750], [-0.630, 1.154, -0.470], [-0.827, -0.707, 0.101], [0.565, -0.992, -1.359], [0.747, -0.775, -2.000], [-0.267, -0.492, -0.699], [-0.108, 0.172, -0.499], [0.799, -0.834, 0.886], [-2.049, -0.834, -1.021], [0.759, 0.228, -0.043], [0.875, 0.291, -0.015], [0.567, -0.687, 0.840]]}

=====

{"formula": "C12H12FIO7P2", "method": "ωB97M-V/def2-TZVPD", "gap_ev": 9.58, "max_force_ev_per_a": 0.57, "spin_multiplicity": 1, "smiles": "O=C(F)C[C@](CC(=O)c1ccccc1)(OC(=O)I)PP(=O)(O)O", "lumo_ev": -0.011, "charge": 0, "e_above_lowest_kj_mol": 0.00, "symbols": ["O", "C", "F", "C", "C", "C", "C", "O", "C", "C", "C", "C", "C", "C", "O", "C", "O", "I", "P", "P", "O", "O", "O", "H", "H", "H", "H", "H", "H", "H", "H", "H", "H", "H", "H"], "coordinates": [[-1.88322, 2.13328, -3.20967], [-1.10074, 2.39015, -2.36267], [-1.04499, 3.62471, -1.81023], [-0.03707, 1.45824, -1.84252], [0.20658, 1.44168, -0.32100], [-1.11625, 1.25495, 0.42934], [-2.07100, 0.18585, -0.08532], [-3.17050, 0.51731, -0.45444], [-1.65686, -1.24622, -0.12837], [-1.59721, -1.89102, -1.35911], [-1.19026, -3.21650, -1.42563], [-0.85253, -3.89758, -0.26402], [-0.93783, -3.25870, 0.96683], [-1.33562, -1.93155, 1.04005], [0.63967, 2.76053, 0.13765], [1.92417, 3.13329, 0.20414], [2.48605, 3.42387, 1.19912], [2.97679, 3.36439, -1.64382], [1.35902, -0.00661, -0.02963], [1.68567, -0.07169, 2.12319], [0.44477, -0.00715, 2.90199], [2.79052, 1.00984, 2.50576], [2.41528, -1.48113, 2.32873], [-0.31066, 0.46338, -2.19235], [0.88631, 1.72272, -2.36027], [-0.91328, 1.06843, 1.48527], [-1.66973, 2.19160, 0.36294], [-1.86540, -1.36629, -2.26754], [-1.14011, -3.71471, -2.38366], [-0.52717, -4.92720, -0.32158], [-0.67756, -3.78755, 1.87313], [-1.37523, -1.43159, 1.99707], [2.61501, 0.49349, -0.42647], [2.78267, 1.14253, 3.46621], [3.26073, -1.54477, 1.86687]], "forces_ev_per_angstrom": [[0.101, 0.190, 0.162], [-0.140, -0.020, -0.109], [-0.036, -0.245, -0.125], [0.116, 0.054, -0.026], [-0.070, 0.291, -0.393], [-0.167, -0.014, 0.342], [-0.085, 0.127, -0.101], [-0.118, 0.040, -0.161], [0.126, -0.093, 0.053], [-0.027, -0.203, -0.001], [0.006, 0.119, 0.070], [-0.025, 0.071, 0.019], [0.026, 0.014, -0.058], [0.094, -0.033, -0.134], [0.204, -0.255, 0.188], [0.036, -0.093, 0.207], [-0.130, 0.249, -0.022], [0.078, 0.059, -0.198], [-0.077, -0.554, -0.115], [-0.161, -0.001, 0.199], [0.054, 0.007, 0.010], [0.012, -0.235, 0.053], [-0.004, -0.009, -0.173], [-0.035, -0.031, 0.103], [-0.010, 0.012, -0.030], [0.053, -0.033, 0.048], [0.077, 0.066, -0.048], [-0.072, 0.075, 0.025], [0.017, -0.022, -0.033], [-0.001, -0.037, 0.028], [-0.015, -0.031, 0.030], [0.014, 0.045, 0.038], [-0.005, 0.334, 0.083], [0.088, 0.217, -0.029], [0.076, -0.063, 0.101]]}

=====

{"formula": "C5H9NOS", "method": "ωB97M-V/def2-TZVPD", "gap_ev": 10.00, "max_force_ev_per_a": 1.65, "spin_multiplicity": 1, "smiles": "CC[C@@H]1CNC(=O)S1", "lumo_ev": 0.712, "charge": 0, "e_above_lowest_kj_mol": 3.05, "symbols": ["C", "C", "C", "C", "C", "H", "H", "H", "H", "H", "H", "H", "H", "H", "N", "O", "S"], "coordinates": [[-2.95275, -0.55278, -0.43901], [-1.76687, 0.41760, -0.52458], [-0.73336, 0.41355, 0.63489], [0.25291, 1.56216, 0.49570], [1.56574, -0.21113, -0.30389], [-3.31853, -0.73087, 0.61149], [-2.75481, -1.55863, -0.86486], [-3.78919, -0.22865, -1.02845], [-1.27776, 0.33323, -1.50300], [-2.19776, 1.44412, -0.51763], [-1.26651, 0.51424, 1.58504], [0.76941, 1.74436, 1.47507], [-0.19521, 2.49285, 0.13548], [2.11671, 1.69643, -0.54017], [1.27036, 1.11250, -0.45992], [2.53596, -0.83280, -0.60767], [0.28372, -1.03804, 0.59683]], "forces_ev_per_angstrom": [[0.329, -1.371, 0.864], [-0.623, 1.041, 0.150], [-1.297, 0.482, -0.771], [1.070, 0.374, 0.539], [-0.481, -0.650, 0.763], [0.389, 0.359, -0.914], [0.358, 0.478, 0.415], [-0.416, 0.575, -0.183], [0.129, -0.133, 0.291], [0.177, -0.432, 0.004], [0.097, -0.174, -0.085], [-0.627, 0.004, -0.575], [-0.107, -0.210, 0.127], [-0.749, -0.443, -0.125], [0.683, 0.723, -0.011], [1.173, 0.098, -0.830], [-0.104, -0.720, 0.339]]}